Record 1
DFT (ωB97M-V/def2-TZVPD) results for an isolated molecule of CO4S2.

Geometry as ORCA input:
```
! RIJCOSX wB97M-V def2-TZVPD def2/J DEFGRID3
* xyz 0 1
C 0.206 -0.811 -1.026
O 2.721 -0.062 0.084
O 0.391 0.611 0.976
O -1.571 1.223 -0.571
O -2.023 -0.963 0.680
S 1.310 -0.036 -0.123
S -1.034 0.038 -0.020
*
```

The value obtained for the orbital gap is 9.303 eV. Its HOMO energy is -11.364 eV.

These are the Löwdin partial charges, in e, on atoms 1 to 2: -0.290, -0.271

Record 2
DFT (ωB97M-V/def2-TZVPD) results for a cluster of 13 separate species, C52H104O27 in total.

Geometry as ORCA input:
```
! RIJCOSX wB97M-V def2-TZVPD def2/J DEFGRID3
* xyz 0 1
C -4.023 7.835 -3.069
C -4.580 7.454 -1.686
O -4.426 8.546 -0.828
C -5.267 8.677 0.258
O -6.260 8.008 0.532
O -4.844 9.713 0.886
C -5.495 10.304 2.000
H -2.955 8.051 -3.119
H -4.524 8.775 -3.303
H -4.412 7.063 -3.733
H -4.011 6.591 -1.340
H -5.626 7.164 -1.781
H -6.485 10.711 1.796
H -4.876 11.156 2.285
H -5.575 9.664 2.879
C 1.101 11.028 4.717
C 2.044 10.415 3.661
O 1.864 9.067 3.466
C 2.560 8.382 2.591
O 3.347 8.836 1.754
O 2.432 7.054 2.898
C 3.168 6.146 2.110
H 1.263 10.549 5.682
H 0.051 10.836 4.494
H 1.201 12.114 4.739
H 3.088 10.536 3.951
H 1.963 10.868 2.673
H 3.038 5.167 2.572
H 4.230 6.373 2.008
H 2.674 6.051 1.143
C -0.896 8.592 1.657
C -0.712 7.242 0.985
O -0.430 6.146 1.924
C 0.177 4.926 1.645
O 0.690 4.517 0.622
O 0.177 4.212 2.890
C 0.892 3.015 2.928
H -1.937 8.609 1.978
H -0.770 9.485 1.043
H -0.384 8.691 2.615
H 0.064 7.311 0.223
H -1.642 7.033 0.456
H 0.159 2.214 2.839
H 1.356 2.907 3.908
H 1.598 2.696 2.161
C 9.112 13.916 -2.556
C 8.766 13.246 -1.179
O 7.450 12.647 -1.255
C 6.617 12.485 -0.146
O 7.029 12.504 0.965
O 5.364 12.119 -0.582
C 4.499 11.547 0.322
H 9.957 14.604 -2.562
H 8.279 14.560 -2.841
H 9.297 13.212 -3.367
H 8.698 13.977 -0.373
H 9.482 12.480 -0.882
H 4.448 12.081 1.270
H 4.789 10.509 0.483
H 3.454 11.526 0.013
C 4.362 3.469 -1.883
C 5.738 2.921 -2.041
O 5.889 1.589 -2.710
C 5.366 0.451 -2.174
O 5.141 0.199 -0.979
O 5.254 -0.352 -3.133
C 4.645 -1.710 -3.057
H 3.642 2.783 -1.436
H 4.012 3.771 -2.871
H 4.348 4.368 -1.266
H 6.167 2.925 -1.039
H 6.364 3.646 -2.563
H 3.608 -1.530 -2.772
H 5.007 -2.354 -2.255
H 4.608 -2.274 -3.988
C 0.589 8.706 -7.248
C -0.870 8.744 -7.058
O -1.223 9.053 -5.645
C -1.372 10.275 -5.243
O -0.964 11.262 -5.910
O -1.957 10.293 -4.039
C -2.362 11.505 -3.381
H 1.065 8.002 -6.566
H 0.982 9.637 -6.839
H 0.950 8.610 -8.272
H -1.277 7.753 -7.256
H -1.256 9.397 -7.841
H -1.790 12.421 -3.526
H -2.433 11.245 -2.325
H -3.392 11.775 -3.613
C 6.107 8.334 -0.041
C 6.475 6.893 -0.320
O 7.390 6.999 -1.448
C 8.217 5.929 -1.670
O 8.263 4.948 -0.910
O 9.043 6.160 -2.776
C 9.050 7.299 -3.536
H 6.956 8.969 0.215
H 5.401 8.252 0.786
H 5.511 8.693 -0.880
H 5.666 6.200 -0.551
H 7.022 6.510 0.542
H 8.924 8.205 -2.943
H 8.253 7.186 -4.271
H 9.965 7.273 -4.128
C 1.773 13.337 -4.437
C 3.114 12.761 -4.835
C 3.847 12.774 -3.504
O 2.866 12.519 -2.472
C 1.605 12.490 -3.153
H 0.964 13.076 -5.119
H 1.727 14.413 -4.272
H 3.706 13.321 -5.559
H 2.986 11.763 -5.255
H 4.376 13.717 -3.368
H 4.636 12.021 -3.515
H 0.820 12.757 -2.445
H 1.500 11.428 -3.373
C 1.400 1.109 -1.816
C 0.243 2.028 -1.561
C 0.565 3.141 -2.552
O 1.562 2.693 -3.424
C 1.799 1.289 -3.295
H 1.073 0.119 -1.499
H 2.195 1.275 -1.090
H 0.148 2.424 -0.550
H -0.735 1.690 -1.904
H 0.965 4.016 -2.039
H -0.289 3.386 -3.183
H 2.872 1.128 -3.402
H 1.197 0.706 -3.992
C 2.645 7.541 -1.808
C 1.401 6.880 -2.525
C 0.780 8.025 -3.275
O 1.043 9.168 -2.391
C 2.252 8.909 -1.643
H 3.510 7.543 -2.471
H 3.022 7.001 -0.940
H 0.751 6.567 -1.708
H 1.750 6.004 -3.072
H -0.255 7.757 -3.486
H 1.284 8.227 -4.220
H 2.210 9.039 -0.561
H 3.105 9.405 -2.105
C -0.937 4.331 -6.867
C -2.310 3.712 -7.069
C -3.092 4.230 -5.906
O -2.140 4.663 -4.862
C -1.028 5.111 -5.545
H -0.728 5.009 -7.695
H -0.270 3.471 -6.812
H -2.300 2.632 -6.919
H -2.812 3.909 -8.016
H -3.704 3.380 -5.604
H -3.782 5.025 -6.190
H -0.085 5.152 -5.001
H -1.353 6.129 -5.757
C 5.613 9.642 -5.008
C 6.010 9.683 -3.594
C 7.254 10.556 -3.591
O 7.882 10.335 -4.847
C 6.744 10.277 -5.796
H 4.700 10.163 -5.295
H 5.467 8.622 -5.364
H 6.064 8.619 -3.365
H 5.208 10.039 -2.946
H 8.050 10.347 -2.876
H 7.119 11.635 -3.508
H 7.044 9.597 -6.593
H 6.761 11.339 -6.042
C 5.189 4.640 -5.268
C 5.569 4.896 -6.761
C 4.549 5.948 -7.259
O 3.623 6.196 -6.199
C 3.718 5.092 -5.411
H 5.662 5.330 -4.568
H 5.459 3.641 -4.926
H 5.325 4.003 -7.336
H 6.605 5.231 -6.819
H 4.039 5.566 -8.144
H 5.033 6.880 -7.550
H 3.003 4.298 -5.627
H 3.451 5.403 -4.400
*
```

The value obtained for the orbital gap is 9.488 eV. Its HOMO energy is -9.021 eV.

These are the Löwdin partial charges, in e, on atoms 1 to 2: -0.044, -0.243

Number 1: E_tot -30890.3677 eV. Number 2: E_tot -110885.4821 eV.